Here is a 12-piece molecular cluster, C25H74O17 overall from the Open Molecules 2025 dataset. Energies are from ωB97M-V with the def2-TZVPD basis set.

Output
SMILES: CC(C)O.CC(C)O.CC(C)O.CC(C)O.CC(C)O.OCCO.OCCO.OCCO.OCCO.OCCO.O.O
Total energy, Ha: -2275.81013
Highest occupied orbital energy, eV: -9.6
Kohn-Sham gap, eV: 9.51

ORCA input file:
```
! wB97M-V def2-TZVPD RIJCOSX def2/J DEFGRID3
* xyz 0 1
C 3.68 -0.22 4.64
C 3.18 -1.45 5.39
C 1.65 -1.65 5.54
O 3.76 -2.53 4.76
H 4.77 -0.15 4.59
H 3.29 0.66 5.16
H 3.36 -0.28 3.60
H 3.65 -1.29 6.36
H 1.24 -1.78 4.53
H 1.20 -0.78 6.02
H 1.39 -2.50 6.16
H 3.65 -2.51 3.80
C 0.88 4.89 3.53
C -0.20 3.78 3.47
C -0.08 2.68 4.47
O -1.48 4.36 3.71
H 0.81 5.54 4.40
H 0.83 5.56 2.67
H 1.85 4.39 3.48
H -0.21 3.51 2.41
H 0.89 2.22 4.27
H -0.77 1.86 4.29
H -0.18 3.05 5.49
H -1.43 5.28 3.44
C -1.54 3.25 -4.99
C -1.80 4.64 -5.66
C -2.45 4.43 -7.01
O -2.84 5.19 -4.90
H -0.90 3.44 -4.13
H -1.04 2.55 -5.67
H -2.42 2.70 -4.67
H -1.00 5.37 -5.76
H -2.61 5.40 -7.48
H -3.37 3.84 -7.08
H -1.76 3.88 -7.64
H -2.51 5.23 -4.00
C -0.95 -0.70 3.12
C -2.39 -0.63 2.53
C -3.19 0.52 3.13
O -2.32 -0.38 1.09
H -0.44 -1.63 2.88
H -1.08 -0.56 4.19
H -0.37 0.12 2.70
H -2.83 -1.57 2.87
H -4.22 0.18 3.21
H -3.12 1.50 2.67
H -2.84 0.71 4.15
H -3.00 0.25 0.82
C -1.94 -0.73 -5.30
C -0.80 -0.69 -4.27
C 0.57 -0.83 -5.02
O -0.86 0.41 -3.40
H -1.73 -1.50 -6.04
H -2.12 0.20 -5.84
H -2.86 -1.09 -4.83
H -0.90 -1.60 -3.68
H 1.28 -0.67 -4.20
H 0.71 -0.08 -5.80
H 0.93 -1.82 -5.31
H -0.69 1.26 -3.81
O 4.16 -2.72 -1.38
C 5.04 -2.63 -0.25
C 4.43 -3.30 0.99
O 3.68 -2.42 1.79
H 3.53 -2.01 -1.22
H 5.96 -3.14 -0.52
H 5.17 -1.57 -0.04
H 5.20 -3.63 1.68
H 3.87 -4.22 0.80
H 3.30 -1.79 1.17
O 0.09 -2.69 0.41
C 1.12 -2.89 -0.60
C 0.98 -4.29 -1.32
O -0.21 -4.29 -2.11
H -0.78 -2.64 0.02
H 1.09 -2.21 -1.45
H 2.11 -2.86 -0.14
H 1.08 -5.20 -0.73
H 1.81 -4.45 -2.01
H -0.80 -4.98 -1.81
O -2.51 -5.58 2.98
C -1.96 -4.84 1.94
C -3.21 -4.11 1.29
O -4.13 -5.21 0.87
H -1.75 -5.89 3.47
H -1.25 -4.14 2.40
H -1.39 -5.43 1.22
H -2.98 -3.58 0.37
H -3.78 -3.47 1.97
H -4.21 -5.69 1.70
O 2.97 2.53 -0.83
C 4.16 1.83 -0.74
C 4.10 0.82 0.45
O 3.26 -0.24 0.22
H 3.13 3.37 -1.27
H 4.26 1.31 -1.69
H 5.10 2.36 -0.81
H 3.85 1.28 1.40
H 5.15 0.57 0.53
H 2.37 0.13 0.22
O -4.50 0.93 0.08
C -4.16 0.51 -1.25
C -3.86 1.67 -2.24
O -5.08 2.44 -2.37
H -4.79 1.83 -0.07
H -3.36 -0.23 -1.28
H -4.94 -0.19 -1.56
H -3.66 1.28 -3.24
H -2.98 2.24 -1.95
H -4.93 3.07 -3.08
O 0.79 3.54 -2.33
H 1.10 2.87 -1.72
H 0.82 4.35 -1.82
O 0.74 0.27 0.36
H 0.16 0.47 -0.37
H 0.28 -0.40 0.86
*
```